Entry 1:
C41H22F15GeNO3PtS5 as an isolated structure at a distorted geometry, computed with ωB97M-V with the def2-TZVPD basis set.

Summary:
* orbital gap (alpha / beta): 4.790 / 4.813 eV
* E_HOMO (alpha / beta): -5.812 / -5.835 eV
* LUMO (alpha / beta): -0.0375 / -0.0375 Ha

CARTESIAN COORDINATES (ANGSTROEM)
Pt: 0.90680 -2.43076 0.34453
S: 2.57108 -3.58834 -1.09209
C: 0.90328 -3.44695 -2.14308
N: -0.16021 -2.79576 -1.42441
C: -1.30787 -2.72203 -2.16679
C: -2.48404 -2.16166 -1.71678
C: -3.57855 -2.16971 -2.57980
C: -3.48437 -2.72476 -3.85895
C: -2.29215 -3.28762 -4.29845
C: -1.20680 -3.28696 -3.44690
S: 0.43840 -3.96487 -3.79702
H: -2.55410 -1.73598 -0.72613
H: -4.51364 -1.74558 -2.26113
H: -4.34655 -2.71974 -4.51238
H: -2.21779 -3.72056 -5.28790
O: 1.63803 -3.68000 1.79894
S: 2.56726 -3.66774 2.98625
C: 2.45049 -2.02053 3.80515
C: 0.98416 -1.59641 4.09735
C: 0.51312 -0.26367 3.45069
C: 0.10955 -0.34695 1.96404
S: 1.58396 0.01241 0.81446
O: 2.47937 -1.23378 0.84495
C: 0.69187 -0.04776 -0.85733
C: 0.78580 -1.20819 -1.69376
C: 0.19462 -1.15975 -2.97512
C: -0.49486 -0.03186 -3.39706
C: -0.61932 1.10266 -2.57562
C: -0.04082 1.12633 -1.34061
C: 4.24277 -3.53856 2.32368
C: 4.47762 -3.75528 0.96678
C: 5.76512 -3.67268 0.45679
C: 6.82844 -3.38066 1.29948
C: 6.60268 -3.17841 2.65509
C: 5.31566 -3.26528 3.16730
H: 2.98954 -1.26915 3.23115
H: 2.97893 -2.14234 4.75393
H: 0.90735 -1.44689 5.17801
H: 0.26930 -2.38971 3.85816
H: 1.25302 0.52165 3.61893
H: -0.38496 0.04356 4.00385
H: -0.67927 0.45529 1.74933
H: -0.33328 -1.36404 1.70884
H: 1.36348 -2.11638 -1.34404
H: 0.27768 -1.97170 -3.61986
H: -0.93897 -0.02217 -4.38742
H: -1.13316 1.94494 -2.93332
H: -0.09781 2.10717 -0.66898
H: 3.63680 -3.96777 0.28405
H: 5.93113 -3.82728 -0.60253
H: 7.83234 -3.30853 0.89854
H: 7.43317 -2.95166 3.31206
H: 5.16243 -3.11356 4.23036
O: -0.60621 -2.90343 1.10573
F: -2.17603 3.20915 -3.02740
C: -3.04528 2.32449 -2.50533
C: -2.82175 1.67767 -1.26126
C: -3.79367 0.79764 -0.81781
F: -3.63609 0.15899 0.35207
C: -4.94470 0.55683 -1.55410
F: -5.86746 -0.29643 -1.09420
C: -5.14250 1.19134 -2.75594
F: -6.24921 0.95698 -3.46153
C: -4.19196 2.07543 -3.23143
F: -4.39040 2.69418 -4.39940
Ge: -1.21600 1.92137 -0.05895
S: -0.23674 -0.20236 0.29759
C: -1.75119 2.64630 1.68912
C: -0.78761 2.80879 2.67704
F: 0.48649 2.47433 2.43770
C: -1.12177 3.31833 3.91952
F: -0.18272 3.46632 4.85962
C: -2.43092 3.67699 4.18850
F: -2.75504 4.16829 5.38133
C: -3.40106 3.52874 3.21275
F: -4.66157 3.88248 3.47120
C: -3.06321 3.01757 1.96929
F: -4.02307 2.90421 1.04935
C: 0.17867 3.37639 -0.77944
C: 1.55754 3.16370 -1.12739
F: 2.16936 1.99399 -1.05563
C: 2.33207 4.22466 -1.57134
F: 3.61175 4.01680 -1.89391
C: 1.80106 5.49514 -1.68555
F: 2.56357 6.49926 -2.11488
C: 0.48766 5.72291 -1.35415
F: -0.02186 6.95597 -1.46292
C: -0.30499 4.68092 -0.90702
F: -1.58187 4.94206 -0.58640

=====

Entry 2:
C41H23CaN15O2Se as an isolated structure, computed with ωB97M-V with the def2-TZVPD basis set.

Summary:
* net charge: -2
* orbital gap: 4.837 eV
* E_HOMO: -1.573 eV
* LUMO: 0.1200 Ha

CARTESIAN COORDINATES (ANGSTROEM)
Ca: 0.36126 2.35761 -0.98400
C: -3.09930 -2.36043 2.62283
C: -4.10388 -2.21493 1.66736
C: -3.84163 -1.59816 0.45159
C: -2.55384 -1.14227 0.24398
C: -1.90963 -0.30407 -0.80649
N: -1.02115 0.53532 -0.19502
C: -0.30548 -0.64610 0.55338
N: 0.30395 -1.23485 -0.68085
C: 1.52727 -0.71917 -0.99288
C: 2.79623 -1.33709 -1.32760
C: 3.15745 -2.47335 -2.04811
C: 4.49039 -2.83079 -2.08896
C: 5.44936 -2.06916 -1.39934
C: 5.10077 -0.94761 -0.67530
C: 3.76278 -0.54091 -0.64609
C: 3.03641 0.49331 0.08331
N: 3.06080 0.18169 1.45186
C: 2.06776 -0.39146 2.03243
N: 0.76140 -0.93242 1.52409
C: 0.87574 -2.35964 1.60793
N: 0.41032 -3.35987 0.91768
C: -0.40944 -3.33550 -0.20991
N: -0.39481 -2.29091 -1.09785
C: -1.58952 -2.11710 -1.82800
N: -1.92794 -0.75747 -2.10163
C: -2.22968 -3.35180 -1.63602
C: -3.47299 -3.84452 -2.09975
C: -3.95243 -5.02675 -1.61759
C: -3.22725 -5.77789 -0.64398
C: -2.03693 -5.33024 -0.15098
C: -1.50527 -4.10632 -0.62320
C: 1.74741 -2.56852 2.78410
C: 1.98523 -3.72429 3.50416
C: 2.87129 -3.66040 4.57224
C: 3.52178 -2.46355 4.87598
C: 3.30389 -1.31336 4.12947
C: 2.38985 -1.36826 3.08936
N: 1.71500 0.41713 -0.36949
C: -1.54334 -1.35009 1.14529
C: -1.79972 -1.93240 2.37504
H: -3.33331 -2.81477 3.57795
H: -5.10340 -2.57326 1.88379
H: -4.61266 -1.46581 -0.29681
H: 2.40872 -3.06336 -2.56332
H: 4.79922 -3.70389 -2.65082
H: 6.48991 -2.37257 -1.43913
H: 5.85132 -0.37805 -0.14173
H: -4.03450 -3.27015 -2.82724
H: -4.90473 -5.40475 -1.97161
H: -3.64047 -6.71293 -0.28404
H: -1.49851 -5.88971 0.60430
H: 1.49139 -4.64612 3.22394
H: 3.06667 -4.54440 5.16706
H: 4.21698 -2.43389 5.70711
H: 3.82975 -0.39193 4.34098
H: -1.03344 -2.04987 3.12923
N: -1.10147 1.86795 -3.05710
N: -0.38770 2.16162 -4.24061
C: 1.00296 2.41597 -4.15185
O: 1.63931 2.37603 -5.20119
O: 1.42863 2.74958 -2.98927
H: -1.28491 0.85869 -2.96171
H: -1.99228 2.34955 -3.09238
H: -0.61182 1.58840 -5.04092
N: 0.39346 5.17333 5.26852
C: 0.04015 5.05800 4.16818
N: -0.45333 5.02894 2.95078
C: 0.02177 4.29565 2.00229
N: 0.36299 3.72677 1.04181
Se: 0.82897 5.30560 -3.15978
N: -0.17908 4.80618 -1.78850
C: -0.84693 5.86858 -1.36841
C: -1.77227 5.87231 -0.27569
C: -2.38423 7.03398 0.05341
C: -2.13468 8.24866 -0.67006
C: -1.27317 8.28775 -1.71387
C: -0.59604 7.08508 -2.09737
N: 0.26863 6.98653 -3.09160
H: -1.94398 4.96113 0.27858
H: -3.06500 7.05511 0.89444
H: -2.64819 9.15173 -0.36296
H: -1.07683 9.19891 -2.26340

=====

Calculated energy above the lowest of the compared OMol25 structures with the same formula, charge and spin, 812.33, 259.21 kcal per mole (same order as the records).